No. 1
Molecular formula: C2H7BrSi
Method: DFT, ωB97M-V with the def2-TZVPD basis set

Last column: Löwdin charge in e.
Positions of all 11 atoms, in Å:
1 C -0.12582 -1.65291 0.76133  -0.257
2 C -0.28210 1.66620 0.11381  -0.282
3 Si -0.66148 -0.17818 -0.33533  0.340
4 Br -3.03381 0.03049 -0.13147  0.165
5 H -0.26565 -1.47991 1.83920  0.031
6 H -0.84442 -2.41760 0.43346  0.022
7 H 0.87252 -1.95158 0.89525  -0.001
8 H -0.90204 2.52064 -0.29677  0.055
9 H -0.25333 1.73158 1.19735  0.019
10 H 0.70827 1.72080 -0.11289  -0.041
11 H -0.09639 -0.46631 -1.62562  -0.050

Atoms 1-3, force components in eV/Å:
C -1.9 1.4 0.9
C -2.5 -1.0 0.6
Si -1.2 1.3 1.6

Calculated values
highest occupied orbital energy: -9.9851 eV
F_max: 3.34 eV/A
SMILES: C[SiH](C)Br
relative energy (zero: lowest compared OMol25 entry of this formula, charge and spin): 0.00 kcal/mol
molecular weight: 139.1 g mol⁻¹
lowest unoccupied orbital energy: 0.0301 Ha
orbital gap: 0.3970 Eh

No. 2
Molecular formula: C2H7CaN
Method: DFT, ωB97M-V with the def2-TZVPD basis set

Last column: Löwdin charge in e.
Positions of all 11 atoms, in Å:
1 N 0.59387 -1.08820 -0.30894  -0.201
2 C -0.48794 0.87775 0.66072  -0.082
3 C 0.24334 0.31732 -0.54912  -0.308
4 H 1.09032 -1.47535 -1.11907  0.135
5 H 1.24623 -1.14966 0.48056  0.132
6 H -1.39047 0.27809 0.86682  0.016
7 H -0.79295 1.92263 0.48240  0.128
8 H 0.16444 0.84851 1.54963  0.117
9 H -0.42632 0.34374 -1.43019  0.134
10 H 1.12037 0.95436 -0.77373  0.157
11 Ca -1.36088 -1.82918 0.14093  1.772

Atoms 1-3, force components in eV/Å:
N 2.0 -0.4 -0.2
C 0.7 0.2 0.0
C -0.2 1.3 -0.6

Calculated values
highest occupied orbital energy: -20.8572 eV
F_max: 2.05 eV/A
molecular weight: 85.2 g mol⁻¹
lowest unoccupied orbital energy: -0.3666 Ha
orbital gap: 0.3999 Eh
total charge: +2

No. 3
Molecular formula: C2H7ClN2O
Method: DFT, ωB97M-V with the def2-TZVPD basis set

Last column: Löwdin charge in e.
Positions of all 13 atoms, in Å:
1 C 1.72944 -0.61904 0.37372  -0.276
2 C -1.72733 2.03887 0.39728  0.007
3 N 0.81814 -1.59395 -0.02991  -0.129
4 N -1.99691 0.57105 -1.18748  -0.421
5 O -1.48107 0.86359 -0.04255  -0.209
6 Cl -1.82464 -1.11972 -1.55322  0.538
7 H 2.79386 -0.84946 0.54573  0.059
8 H 1.70019 0.07655 -0.44913  0.056
9 H 1.41773 -0.03424 1.39707  0.113
10 H -2.30472 2.69343 -0.09468  0.044
11 H -1.03292 2.28471 1.17236  0.082
12 H 0.81983 -1.82565 -1.02468  0.038
13 H 1.08839 -2.48613 0.49549  0.100

Atoms 1-3, force components in eV/Å:
C 0.7 3.3 1.9
C 2.5 -0.9 2.7
N -0.1 -4.1 1.5

Calculated values
highest occupied orbital energy (alpha / beta): -8.2875 / -8.7728 eV
F_max: 4.42 eV/A
relative energy (zero: lowest compared OMol25 entry of this formula, charge and spin): 80.15 kcal/mol
molecular weight: 110.5 g mol⁻¹
lowest unoccupied orbital energy (alpha / beta): -0.0002 / 0.0067 Ha
orbital gap (alpha / beta): 0.3044 / 0.3291 Eh

No. 4
Molecular formula: C2H7ClNO2P
Method: DFT, ωB97M-V with the def2-TZVPD basis set

Last column: Löwdin charge in e.
Positions of all 14 atoms, in Å:
1 C 0.75935 -2.07974 0.04871  -0.175
2 C -1.23517 1.99845 0.16401  -0.217
3 N 2.37433 0.66642 -0.58033  -0.632
4 O 0.24214 -0.77196 -0.00632  -0.422
5 O 0.06857 1.62491 -0.12775  -0.393
6 P 0.88858 0.49092 0.65929  0.813
7 Cl 3.87863 0.14989 0.14386  0.395
8 H 0.08812 -2.93174 0.59259  0.121
9 H 1.72908 -2.09140 0.64166  0.063
10 H 0.88472 -2.30792 -1.10660  0.124
11 H -1.54720 2.85517 -0.53249  0.100
12 H -1.50862 2.44107 1.19605  0.092
13 H -2.13246 1.25169 0.16135  0.104
14 H 2.66376 1.56989 -1.05440  0.026

Atoms 1-3, force components in eV/Å:
C 0.6 -2.4 -0.7
C -4.3 1.9 0.9
N -0.4 0.7 0.4

Calculated values
highest occupied orbital energy: -8.7439 eV
F_max: 4.80 eV/A
SMILES: COP(NCl)OC
relative energy (zero: lowest compared OMol25 entry of this formula, charge and spin): 88.59 kcal/mol
molecular weight: 143.5 g mol⁻¹
lowest unoccupied orbital energy: 0.0326 Ha
orbital gap: 0.3539 Eh

No. 5
Molecular formula: C2H7ClOSi
Method: DFT, ωB97M-V with the def2-TZVPD basis set

Last column: Löwdin charge in e.
Positions of all 12 atoms, in Å:
1 C 1.89183 1.11592 0.14242  -0.186
2 C -1.91759 -0.75519 0.45969  -0.710
3 O 0.61546 0.89511 -0.48061  -0.434
4 Si -0.28864 -0.72989 -0.50665  0.658
5 Cl -2.98857 0.42906 -0.36331  0.479
6 H 2.52159 1.71504 -0.58145  0.097
7 H 2.34980 0.16028 0.29154  0.036
8 H 1.72592 1.62931 1.06266  0.060
9 H -2.58235 -1.58852 0.38281  -0.002
10 H -1.84024 -0.69753 1.54821  0.042
11 H 0.78755 -1.59681 0.03504  -0.031
12 H -0.27476 -0.57679 -1.99036  -0.010

Atoms 1-3, force components in eV/Å:
C -0.9 0.1 -1.9
C -0.2 -0.2 -0.4
O -1.5 -2.2 0.4

Calculated values
highest occupied orbital energy: -9.7200 eV
F_max: 4.69 eV/A
SMILES: CO[SiH2]CCl
relative energy (zero: lowest compared OMol25 entry of this formula, charge and spin): 95.06 kcal/mol
molecular weight: 110.6 g mol⁻¹
lowest unoccupied orbital energy: 0.0249 Ha
orbital gap: 0.3821 Eh

No. 6
Molecular formula: C2H7EuO3
Method: DFT, ωB97M-V with the def2-TZVPD basis set

Last column: Löwdin charge in e.
Positions of all 13 atoms, in Å:
1 O -0.00523 -0.08622 -1.20885  -0.485
2 H 1.37623 -1.11402 -0.61258  0.176
3 C -0.24855 0.70896 1.62976  -0.133
4 O 0.29342 1.42583 0.54590  -0.182
5 C -0.32581 1.14822 -0.68680  -0.485
6 H -0.10884 -0.37780 1.50921  0.073
7 H 0.25225 1.04909 2.54307  0.085
8 H -1.33348 0.89513 1.71892  0.082
9 H 0.01130 1.95462 -1.35860  0.108
10 H -1.42034 1.26906 -0.55776  0.094
11 Eu -1.58846 -1.88033 -2.70666  0.980
12 O 1.54599 -2.31730 -0.85367  -0.285
13 H 1.55152 -2.67525 0.03807  -0.029

Atoms 1-3, force components in eV/Å:
O -0.8 -0.9 -0.3
H -0.3 -4.5 -1.6
C -0.1 -0.2 -0.1

Calculated values
highest occupied orbital energy (alpha / beta): -6.1449 / -8.2993 eV
F_max: 4.76 eV/A
spin multiplicity: 9
relative energy (zero: lowest compared OMol25 entry of this formula, charge and spin): 40.23 kcal/mol
molecular weight: 231.0 g mol⁻¹
lowest unoccupied orbital energy (alpha / beta): -0.0103 / -0.0229 Ha
orbital gap (alpha / beta): 0.2155 / 0.2821 Eh
<S²>: 20.0079

No. 7
Molecular formula: C2H7FN3O2PS
Method: DFT, ωB97M-V with the def2-TZVPD basis set

Last column: Löwdin charge in e.
Positions of all 17 atoms, in Å:
1 N 2.78728 -0.09436 -0.18766  0.117
2 C 1.82895 0.46137 -0.78843  -0.287
3 C 0.58378 1.04658 -0.15892  -0.227
4 N -0.59826 0.19127 -0.45477  -0.376
5 P -0.32173 -1.49149 -0.07638  0.706
6 N 0.34788 -1.75073 1.29424  -0.243
7 S -2.03335 0.84270 -0.02034  0.539
8 O -2.24483 2.04502 -0.73373  -0.226
9 O -3.00190 -0.18585 0.07258  -0.266
10 F -1.72887 1.28415 1.45539  -0.139
11 H 2.60641 -0.16860 0.81584  0.048
12 H 1.88837 0.54732 -1.87493  0.110
13 H 0.70587 1.18047 0.91502  0.112
14 H 0.40347 2.01618 -0.62254  0.119
15 H -1.56656 -2.05842 -0.35412  0.015
16 H 0.45355 -1.76323 -1.20677  0.017
17 H -0.22092 -2.28256 1.93900  -0.020

Atoms 1-3, force components in eV/Å:
N -0.1 0.0 0.0
C 0.1 0.0 -0.1
C 0.0 0.2 -0.3

Calculated values
highest occupied orbital energy: -10.0134 eV
F_max: 0.49 eV/A
SMILES: [H]/N=C\CN([PH2]=N)S(=O)(=O)F
molecular weight: 187.1 g mol⁻¹
lowest unoccupied orbital energy: 0.0241 Ha
orbital gap: 0.3921 Eh

No. 8
Molecular formula: C2H7FN4
Method: DFT, ωB97M-V with the def2-TZVPD basis set

Last column: Löwdin charge in e.
Positions of all 14 atoms, in Å:
1 C -2.08083 -1.09022 -0.31902  -0.121
2 C 3.63737 0.97758 0.12390  -0.074
3 N -2.25132 1.35294 -0.05807  0.011
4 N -1.07382 1.41062 -0.21973  -0.262
5 N -2.93555 0.06974 -0.06275  -0.102
6 N 0.03410 1.59439 -0.40186  0.193
7 F 4.16242 -0.28109 0.43332  -0.123
8 H -2.77718 -1.88648 -0.70582  0.099
9 H -1.49578 -0.77900 -1.16545  0.061
10 H -1.46368 -1.40366 0.49938  0.064
11 H 2.80299 1.24259 0.71357  0.055
12 H 4.43052 1.61079 0.18176  0.046
13 H -3.48042 0.05561 0.77505  0.087
14 H 3.41558 0.85793 -0.89665  0.066

Atoms 1-3, force components in eV/Å:
C -1.9 0.1 -0.9
C -0.1 -2.4 -0.7
N -3.0 -0.1 0.7

Calculated values
highest occupied orbital energy: -8.7625 eV
F_max: 3.09 eV/A
relative energy (zero: lowest compared OMol25 entry of this formula, charge and spin): 47.57 kcal/mol
molecular weight: 106.1 g mol⁻¹
lowest unoccupied orbital energy: 0.0271 Ha
orbital gap: 0.3491 Eh

No. 9
Molecular formula: C2H7IP2
Method: DFT, ωB97M-V with the def2-TZVPD basis set

Last column: Löwdin charge in e.
Positions of all 12 atoms, in Å:
1 C -3.15905 -0.87563 -0.58984  -0.127
2 C 2.57838 1.32309 0.71306  -0.458
3 P 0.48736 -0.96517 1.26312  0.291
4 P 1.39473 0.14941 -0.14952  -0.057
5 I 2.88410 -1.12450 -1.76009  0.186
6 H -2.87881 -0.25175 -1.56779  0.051
7 H -3.12873 -0.25566 0.41433  0.026
8 H -4.28073 -1.19656 -0.62856  0.027
9 H 3.67655 1.27509 0.35700  0.048
10 H 2.59385 1.23516 1.75877  -0.023
11 H 2.27754 2.40343 0.49187  0.043
12 H -2.44517 -1.71691 -0.30234  -0.008

Atoms 1-3, force components in eV/Å:
C -0.7 1.0 1.2
C 1.5 2.1 -2.4
P 0.0 0.2 -0.5

Calculated values
highest occupied orbital energy (alpha / beta): -8.1509 / -8.4407 eV
F_max: 3.49 eV/A
SMILES: CP(#P)I.C
relative energy (zero: lowest compared OMol25 entry of this formula, charge and spin): 47.30 kcal/mol
molecular weight: 219.9 g mol⁻¹
lowest unoccupied orbital energy (alpha / beta): -0.0702 / -0.0800 Ha
orbital gap (alpha / beta): 0.2294 / 0.2302 Eh

No. 10
Molecular formula: C2H7N
Method: DFT, ωB97M-V with the def2-TZVPD basis set

Last column: Löwdin charge in e.
Positions of all 10 atoms, in Å:
1 C -2.16314 -0.76979 -0.01414  -0.120
2 N -1.03577 -0.07771 -0.19499  0.001
3 C 1.87283 0.77982 -0.04777  -0.067
4 H -3.17134 -0.30716 0.04630  0.067
5 H -2.11167 -1.85202 -0.08307  0.062
6 H -0.76209 -0.80877 0.54077  0.056
7 H 1.74734 0.52200 -1.09322  0.011
8 H 0.84765 0.70409 0.34547  -0.036
9 H 2.49736 0.02806 0.43196  0.012
10 H 2.27883 1.78146 0.06869  0.014

Atoms 1-3, force components in eV/Å:
C 0.1 2.5 -1.8
N -3.6 -2.5 3.0
C -0.7 -0.3 0.2

Calculated values
highest occupied orbital energy: -9.7667 eV
F_max: 5.28 eV/A
SMILES: C=N.C
relative energy (zero: lowest compared OMol25 entry of this formula, charge and spin): 66.07 kcal/mol
molecular weight: 45.1 g mol⁻¹
lowest unoccupied orbital energy: 0.0203 Ha
orbital gap: 0.3792 Eh